1.
C31H63BeBr2ClCsLiN5O11P as an isolated structure at a distorted geometry. Source: OMol25; level of theory: ωB97M-V with the def2-TZVPD basis set.

The HOMO energy comes out at -0.286 eV. The LUMO energy comes out at 0.99 eV. As for the molecular weight: 1056.962 g/mol. As for the electronic energy: -226179.90894 eV.

Geometry as ORCA input:
```
! wB97M-V def2-TZVPD RIJCOSX def2/J DEFGRID3
* xyz -2 1
C -3.9049 -8.0400 -5.4015
C -3.4438 -7.3263 -6.6768
C -2.4502 -6.2048 -6.3485
C -1.3676 -6.7066 -5.3701
C -1.1371 -5.8048 -4.1556
C 0.1674 -4.9891 -4.2071
C 0.6996 -4.7925 -2.7783
C 1.3591 -3.4540 -2.4028
C 0.9177 -2.9077 -1.0423
C 2.0961 -2.2057 -0.3744
C 1.7011 -1.4717 0.9062
C 1.6708 -2.4154 2.1292
C 0.2952 -2.5239 2.8189
C 0.2101 -2.0482 4.2859
C 1.3017 -1.0765 4.7375
C 0.8849 -0.1202 5.8571
N -0.4223 0.5090 5.7092
C -0.8491 1.1932 4.6507
N -2.0590 1.7479 4.5365
C -2.0812 2.3317 3.3382
N -0.9222 2.1813 2.7102
C -0.4240 2.6146 1.3793
C -0.4146 4.1116 1.1379
C -1.8343 4.6378 0.8497
C -2.2272 5.9445 1.5186
C -1.8625 6.0480 3.0125
C -2.8756 6.9757 3.8411
C -3.7888 6.1544 4.8640
O -5.1415 6.4345 4.6123
C -5.5149 7.7374 5.0077
N -0.1314 1.4513 3.5455
H -4.8051 -8.6320 -5.5733
H -3.1019 -8.6998 -5.0381
H -4.1369 -7.3403 -4.5994
H -4.3134 -6.8712 -7.1661
H -3.0438 -8.0428 -7.3970
H -1.9708 -5.8768 -7.2757
H -2.9756 -5.3336 -5.9566
H -0.4187 -6.7702 -5.9088
H -1.6061 -7.7128 -5.0490
H -1.1236 -6.3944 -3.2387
H -1.9543 -5.0894 -4.0405
H 0.8842 -5.5683 -4.7938
H 0.0426 -4.0431 -4.7346
H -0.1354 -4.9757 -2.1038
H 1.4759 -5.5611 -2.6407
H 2.4358 -3.6369 -2.3971
H 1.1863 -2.7180 -3.1867
H 0.5958 -3.7524 -0.4171
H 0.0427 -2.2765 -1.2157
H 2.5562 -1.5350 -1.1012
H 2.8366 -2.9634 -0.1652
H 2.3835 -0.6320 1.0568
H 0.7069 -1.0454 0.7349
H 1.9048 -3.3999 1.7217
H 2.4900 -2.1773 2.8041
H -0.4490 -2.0087 2.2135
H -0.0089 -3.5700 2.8017
H -0.7737 -1.6058 4.4499
H 0.2295 -2.9194 4.9421
H 2.1104 -1.6677 5.1679
H 1.7739 -0.5509 3.9071
H 0.8461 -0.6958 6.7780
H 1.6341 0.6613 5.9943
H -1.0960 0.3987 6.4455
H -2.9250 2.8567 2.9231
H 0.5817 2.2247 1.2286
H -1.0671 2.1402 0.6402
H 0.1724 4.2343 0.2255
H 0.1145 4.6786 1.9050
H -1.9555 4.7357 -0.2297
H -2.5679 3.8795 1.1692
H -1.7401 6.7692 0.9976
H -3.3264 5.9849 1.3980
H -0.8316 6.4795 3.0477
H -1.8060 5.0771 3.5267
H -3.5093 7.4557 3.1061
H -2.2720 7.7288 4.3728
H -3.6386 5.0652 4.8079
H -3.5957 6.4632 5.9124
H -5.2202 8.4790 4.2630
H -6.5985 7.7532 5.0852
H -5.1041 7.9902 5.9891
H 0.8118 1.2336 3.2598
Br -2.4706 -9.4990 -2.8848
C 1.9708 5.7793 -0.1388
O 2.6813 4.8869 0.4108
O 1.5885 5.7530 -1.3548
O 1.4903 6.7888 0.5055
Be -5.1215 5.2872 1.8176
N 3.3708 -7.1391 -1.4324
H 3.8126 -6.3743 -1.9566
H 4.0846 -7.7324 -1.0133
H 2.7788 -6.7314 -0.7034
H 2.7811 -7.6871 -2.0674
Br 4.8383 -2.0065 -1.1808
Cl -0.5774 -10.6810 -4.9547
C 5.9408 1.4901 -0.7890
C 5.0979 2.6745 -1.1910
C 5.1108 2.9888 -2.6731
O 4.8841 4.3957 -2.6865
C 5.3407 4.8983 -1.5134
O 5.4949 6.0533 -1.2879
O 5.6192 3.8960 -0.6435
H 5.8607 1.3086 0.2822
H 5.6180 0.5897 -1.3134
H 6.9940 1.6805 -1.0096
H 4.0748 2.5586 -0.8259
H 4.3297 2.4758 -3.2285
H 6.0833 2.7808 -3.1340
Li 0.6214 -12.1374 -6.2809
Cs -0.9838 5.4794 5.2853
O -1.4668 4.9870 -3.4413
P -1.9025 6.4010 -3.0584
O -2.0643 6.4679 -1.5466
O -3.2250 6.7944 -3.7224
O -0.8512 7.3644 -3.6067
*
```



2.
C32H19ClCrF3N4O11PS as an isolated structure at a distorted geometry. Source: OMol25; level of theory: ωB97M-V with the def2-TZVPD basis set.

As for the relative energy (zero: lowest compared OMol25 entry of this formula, charge and spin): 29.3 kJ/mol. The HOMO energy (alpha / beta) comes out at -5.761 / -5.734 eV. The LUMO energy (alpha / beta) comes out at 0.49 / 0.54 eV. As for the molecular weight: 843.005 g/mol. As for the electronic energy: -131193.09012 eV.

Geometry as ORCA input:
```
! wB97M-V def2-TZVPD RIJCOSX def2/J DEFGRID3
* xyz -1 2
Cr 0.0158 -0.1012 -0.0862
Cl -2.6892 -0.6161 -2.7812
C -3.3968 0.7310 -1.9259
C -4.0326 1.6873 -2.6949
C -4.6133 2.7918 -2.0862
C -4.5536 2.9177 -0.7092
C -3.9217 1.9376 0.0461
C -3.3313 0.8232 -0.5424
P -2.3732 -0.3739 0.4772
C -3.1921 -1.9630 0.0846
C -2.4446 -3.1361 0.1521
C -3.0279 -4.3560 -0.1589
C -4.3580 -4.4174 -0.5511
C -5.1053 -3.2506 -0.6362
C -4.5206 -2.0309 -0.3277
C -2.9788 0.0159 2.1624
C -4.2184 -0.4394 2.6029
C -4.6867 -0.1006 3.8655
C -3.9159 0.6966 4.6995
C -2.6795 1.1546 4.2648
C -2.2091 0.8200 3.0022
H -4.0505 1.5676 -3.7690
H -5.0950 3.5486 -2.6914
H -4.9819 3.7792 -0.2145
H -3.8733 2.0625 1.1195
H -1.4024 -3.0898 0.4395
H -2.4338 -5.2593 -0.1044
H -4.8079 -5.3698 -0.8027
H -6.1399 -3.2864 -0.9531
H -5.1086 -1.1232 -0.4062
H -4.8247 -1.0638 1.9601
H -5.6527 -0.4617 4.1962
H -4.2771 0.9569 5.6868
H -2.0703 1.7741 4.9102
H -1.2364 1.1633 2.6778
O 0.0507 3.6309 1.0785
C -0.0631 2.6105 0.4654
O 0.1199 1.4054 1.0038
C -0.4776 2.4941 -1.0118
O -0.7066 3.4456 -1.7128
O -0.5716 1.2441 -1.3668
F 3.0116 -2.9037 5.2618
C 2.5798 -2.4657 4.0539
F 3.1685 -3.2600 3.1463
F 3.0873 -1.2415 3.9027
C 1.0727 -2.5003 3.9659
C 0.3616 -2.9699 5.0534
C -1.0258 -3.0007 5.0129
C -1.6320 -2.5418 3.8607
N -0.9625 -2.0972 2.8035
C 0.3691 -2.0670 2.8166
S 1.2230 -1.5119 1.3935
H 0.8925 -3.2983 5.9346
H -1.6117 -3.3587 5.8476
H -2.7155 -2.5142 3.7747
O 5.4920 -1.6757 -5.5107
N 4.3680 -2.0681 -5.2665
O 3.7564 -2.8771 -5.9365
C 3.6978 -1.5107 -4.0896
C 2.4688 -1.9759 -3.7363
C 1.8362 -1.4348 -2.6217
C 2.3995 -0.3684 -1.8151
O 1.8443 0.1569 -0.8374
C 3.7235 0.0347 -2.2724
C 4.3380 -0.5098 -3.3482
N 4.4812 1.0958 -1.5604
O 5.6550 1.2233 -1.8635
O 3.9019 1.7532 -0.7355
N 0.5681 -2.0316 -2.3075
O 0.1787 -2.9886 -2.9476
O -0.1441 -1.5868 -1.3648
H 1.9900 -2.7541 -4.3102
H 5.3239 -0.1673 -3.6257
*
```



3.
C30H46IrNO6PS2 as an isolated structure at a distorted geometry. Source: OMol25; level of theory: ωB97M-V with the def2-TZVPD basis set.

As for the relative energy (zero: lowest compared OMol25 entry of this formula, charge and spin): 114.5 kJ/mol. The HOMO energy (alpha / beta) comes out at -8.191 / -8.104 eV. The LUMO energy (alpha / beta) comes out at -0.79 / -1.11 eV. As for the molecular weight: 804.024 g/mol. As for the electronic energy: -79428.83388 eV.

Geometry as ORCA input:
```
! wB97M-V def2-TZVPD RIJCOSX def2/J DEFGRID3
* xyz 0 2
Ir 0.3883 0.1494 -0.3545
C -1.6329 -2.9402 1.9642
C -1.7650 -1.4510 1.7517
C -1.2423 -0.5766 2.7093
C -0.5612 -1.1089 3.9452
C -1.3900 0.8031 2.5342
C -1.0147 1.7636 3.6371
C -2.0062 1.3109 1.3794
C -2.1360 2.8104 1.2406
C -2.5895 0.4391 0.4538
C -3.4587 0.9669 -0.6614
C -2.4449 -0.9473 0.6336
C -3.0547 -1.9009 -0.3678
H -0.5806 -3.2364 1.9887
H -2.1212 -3.5187 1.1860
H -2.0735 -3.2363 2.9178
H 0.3134 -0.5096 4.1951
H -0.2241 -2.1332 3.8141
H -1.2401 -1.0896 4.8031
H -0.0966 2.3055 3.4118
H -0.8573 1.2484 4.5801
H -1.8099 2.4944 3.7861
H -1.3244 3.3229 1.7502
H -3.0780 3.1655 1.6690
H -2.0953 3.1130 0.1975
H -3.0061 0.8068 -1.6439
H -3.6453 2.0307 -0.5533
H -4.4271 0.4647 -0.6566
H -2.3281 -2.6421 -0.7022
H -3.4154 -1.3853 -1.2536
H -3.8953 -2.4483 0.0649
O 2.3118 1.2682 -1.0985
C 2.3776 1.9223 -2.1374
C 1.2674 2.4968 -2.8572
C 1.5319 3.0945 -4.0922
C 0.4979 3.6076 -4.8292
C -0.8221 3.5579 -4.3636
C -1.0959 2.9858 -3.1507
C -0.0659 2.4219 -2.3570
O -0.3538 1.9041 -1.2106
N 0.7796 4.2247 -6.1252
O -0.1623 4.6707 -6.7511
O 1.9370 4.2525 -6.4978
H 3.3718 2.0781 -2.5881
H 2.5423 3.1426 -4.4770
H -1.6056 3.9720 -4.9823
H -2.1052 2.9480 -2.7638
C 0.1694 -0.7037 -3.7247
C 0.3831 -1.8054 -2.6910
C -0.5296 -2.9937 -3.0268
C 1.8529 -2.2692 -2.7114
C 0.1269 -1.3778 -1.2752
H 0.4624 -1.0592 -4.7134
H 0.7659 0.1757 -3.4923
H -0.8788 -0.4001 -3.7663
H -0.3403 -3.3248 -4.0487
H -1.5808 -2.7122 -2.9527
H -0.3502 -3.8329 -2.3519
H 2.0831 -2.6301 -3.7151
H 2.0301 -3.0731 -1.9960
H 2.5233 -1.4474 -2.4568
H -0.0252 -2.2582 -0.6254
C 4.9305 -2.9383 3.9582
C 3.6746 -2.7232 3.1403
C 2.5444 -3.6586 3.5162
O 3.2334 -1.3627 3.3775
P 3.0448 -0.3125 2.1961
S 2.4324 1.3856 2.8507
S 1.8733 -1.3011 0.8223
O 4.5348 -0.3438 1.6148
C 4.9693 0.1190 0.3209
C 5.0093 1.6347 0.2825
C 6.3372 -0.4961 0.1029
H 5.3573 -3.9187 3.7423
H 4.7018 -2.8795 5.0231
H 5.6684 -2.1733 3.7198
H 3.9088 -2.8392 2.0784
H 2.3111 -3.5599 4.5774
H 2.8323 -4.6913 3.3128
H 1.6524 -3.4244 2.9369
H 4.2608 -0.2610 -0.4211
H 5.6611 2.0111 1.0719
H 4.0194 2.0621 0.4219
H 5.4016 1.9630 -0.6828
H 7.0520 -0.0816 0.8151
H 6.6889 -0.2872 -0.9078
H 6.2970 -1.5761 0.2449
*
```



4.
A 5-piece molecular cluster, C4H12O3 overall at a distorted geometry. Source: OMol25; level of theory: ωB97M-V with the def2-TZVPD basis set.

As for the relative energy (zero: lowest compared OMol25 entry of this formula, charge and spin): 1023.7 kJ/mol. The HOMO energy comes out at -9.061 eV. The LUMO energy comes out at -4.83 eV. As for the molecular weight: 108.137 g/mol. As for the electronic energy: -10474.52959 eV.

Geometry as ORCA input:
```
! wB97M-V def2-TZVPD RIJCOSX def2/J DEFGRID3
* xyz 0 1
C 0.3039 -0.4871 -1.8374
C 0.5492 0.3780 -0.7944
C 0.7063 0.0210 0.5727
C 1.1347 0.9332 1.5157
H 0.0833 -0.0765 -2.8132
H 0.4254 -1.5201 -1.5347
H 0.7479 1.4945 -0.9685
H 0.4633 -1.0856 0.7387
H 1.5625 0.5875 2.4765
H -1.7110 1.6086 1.5259
H -1.5637 -1.8196 0.2674
H -0.2173 -3.5290 0.4267
O -0.3646 -2.6727 0.0425
H 1.3325 1.9610 1.0821
H 1.3115 3.7558 -0.8295
O 0.9583 3.0254 -0.2619
H -1.5627 1.8452 2.2214
H -3.0096 -1.8861 0.4132
O -2.3471 -1.1535 0.2512
*
```



> Which of these has the highest molecular weight?

C31H63BeBr2ClCsLiN5O11P



> Which of these has the highest molecular weight?

C31H63BeBr2ClCsLiN5O11P



> The highest molecular weight belongs to which entry?

C31H63BeBr2ClCsLiN5O11P